1.
{
  "formula": "C11H12ClNO",
  "method": "ωB97M-V with the def2-TZVPD basis set",
  "symbols": ["C", "N", "C", "C", "C", "C", "O", "C", "C", "C", "C", "C", "Cl", "C", "H", "H", "H", "H", "H", "H", "H", "H", "H", "H", "H", "H"],
  "coordinates": [[2.65, 1.73, -0.87], [2.56, 0.38, -0.46], [3.55, -0.41, -0.30], [1.34, -0.02, -0.30], [0.92, -1.44, -0.05], [-0.45, -2.06, 0.03], [-0.82, -3.16, 0.23], [-1.65, -0.99, 0.56], [-1.56, 0.21, 1.27], [-2.55, 1.21, 1.60], [-3.59, 0.90, 0.79], [-3.79, -0.01, -0.26], [-5.24, -0.16, -1.01], [-2.74, -0.93, -0.49], [3.29, 2.30, -0.18], [1.67, 2.46, -1.13], [3.02, 1.74, -2.00], [4.42, 0.16, -0.46], [3.52, -0.99, -1.16], [3.54, -0.99, 0.51], [0.49, 0.73, -0.40], [1.58, -2.23, 0.05], [-0.55, -0.03, 1.88], [-2.38, 1.85, 2.38], [-4.45, 1.63, 0.82], [-2.78, -1.89, -1.06]],
  "homo_lumo_gap_ev": 8.56,
  "smiles": "CN(C)/C=C/C(=O)c1cccc(Cl)c1",
  "relative_energy_kj_mol": 427.9
}

2.
{
  "formula": "C4H16Si3",
  "method": "ωB97M-V with the def2-TZVPD basis set",
  "symbols": ["C", "C", "C", "C", "Si", "Si", "Si", "H", "H", "H", "H", "H", "H", "H", "H", "H", "H", "H", "H", "H", "H", "H", "H"],
  "coordinates": [[1.20, -1.17, -1.61], [0.90, -1.74, 1.61], [0.38, 2.25, -1.44], [-0.39, 2.10, 1.81], [-2.86, -1.08, -0.50], [1.44, -0.58, 0.20], [-0.07, 1.22, 0.10], [1.47, -2.25, -1.63], [0.33, -1.09, -2.21], [1.96, -0.73, -2.19], [0.98, -1.26, 2.72], [-0.10, -1.93, 1.43], [1.37, -2.74, 1.73], [0.50, 1.35, -2.16], [-0.47, 2.84, -1.56], [1.22, 2.84, -1.37], [-1.35, 2.78, 1.76], [-0.76, 1.23, 2.46], [0.51, 2.72, 1.94], [-1.67, -1.97, -0.74], [-3.50, -0.98, 0.90], [-4.01, -1.27, -1.44], [2.94, -0.55, 0.18]],
  "homo_lumo_gap_ev": [6.87, 6.48],
  "relative_energy_kj_mol": 336.6
}

3.
{
  "formula": "C2H8N3S2",
  "method": "ωB97M-V with the def2-TZVPD basis set",
  "symbols": ["C", "C", "N", "N", "N", "S", "S", "H", "H", "H", "H", "H", "H", "H", "H"],
  "coordinates": [[1.27, 0.47, -0.09], [-1.04, -0.54, -0.17], [1.94, 1.54, 0.27], [-0.11, 0.52, -0.19], [-0.91, -1.52, 0.83], [2.18, -0.94, -0.46], [-2.69, 0.21, -0.22], [-0.62, -1.11, -1.45], [1.62, 2.35, 0.90], [2.84, 1.52, -0.02], [-0.57, 1.43, -0.10], [1.13, -1.75, -0.83], [-1.17, -1.22, 1.76], [-1.47, -2.37, 0.67], [-2.40, 1.40, -0.91]],
  "homo_lumo_gap_ev": [6.29, 5.04],
  "s_squared": 2.01,
  "relative_energy_kj_mol": 318.3,
  "charge": 1,
  "spin_multiplicity": 3
}

4.
{
  "formula": "C2CsF6O6S2",
  "method": "ωB97M-V with the def2-TZVPD basis set",
  "symbols": ["Cs", "C", "F", "F", "F", "S", "O", "O", "O", "C", "F", "F", "F", "S", "O", "O", "O"],
  "coordinates": [[9.18, 17.80, -16.79], [10.59, 14.82, -15.11], [11.18, 14.92, -16.30], [11.26, 15.43, -14.17], [9.35, 15.37, -15.14], [10.44, 12.97, -14.71], [10.00, 12.94, -13.32], [9.48, 12.55, -15.74], [11.79, 12.48, -14.90], [13.94, 18.23, -15.17], [13.97, 16.90, -15.25], [15.07, 18.68, -14.65], [13.83, 18.70, -16.42], [12.48, 18.80, -14.12], [12.61, 20.26, -14.23], [11.34, 18.24, -14.83], [12.73, 18.31, -12.79]],
  "homo_lumo_gap_ev": 6.76,
  "relative_energy_kj_mol": 140.4,
  "charge": -1
}

5.
{
  "formula": "C8H9NO2",
  "method": "ωB97M-V with the def2-TZVPD basis set",
  "symbols": ["O", "N", "C", "C", "C", "C", "C", "C", "O", "C", "C", "H", "H", "H", "H", "H", "H", "H", "H", "H"],
  "coordinates": [[2.42, 1.17, 0.81], [1.14, 1.00, 0.96], [0.35, 1.85, 1.62], [-1.03, 1.84, 1.71], [-1.73, 0.84, 0.97], [-0.87, -0.06, 0.26], [0.46, 0.09, 0.35], [1.24, -1.15, -0.86], [2.23, -0.54, -1.69], [-0.09, -1.31, -1.63], [-1.20, -1.27, -0.61], [0.76, 2.79, 2.00], [-1.54, 2.73, 2.06], [-2.84, 0.76, 1.14], [1.59, -2.01, -0.35], [3.00, -0.70, -1.18], [0.00, -2.22, -2.27], [-0.27, -0.45, -2.20], [-1.36, -2.23, -0.04], [-2.25, -1.12, -1.04]],
  "homo_lumo_gap_ev": [8.91, 8.91],
  "smiles": "[O-][n+]1cccc2c1[C@H](O)CC2",
  "relative_energy_kj_mol": 365.2
}

6.
{
  "formula": "C31H62BN5O9SSi2",
  "method": "ωB97M-V with the def2-TZVPD basis set",
  "symbols": ["C", "C", "C", "C", "C", "Si", "O", "Si", "C", "N", "C", "C", "C", "C", "C", "C", "C", "C", "N", "C", "S", "B", "O", "O", "N", "C", "C", "O", "C", "C", "O", "H", "H", "H", "H", "H", "H", "H", "H", "H", "H", "H", "H", "H", "H", "H", "H", "H", "H", "H", "H", "H", "H", "H", "H", "H", "H", "H", "H", "H", "H", "H", "H", "C", "O", "C", "C", "N", "C", "C", "O", "C", "H", "H", "H", "H", "H", "H", "H", "H", "H", "H", "H", "H", "H", "H", "H", "C", "O", "C", "C", "N", "C", "C", "O", "C", "H", "H", "H", "H", "H", "H", "H", "H", "H", "H", "H", "H", "H", "H", "H"],
  "coordinates": [[3.09, -2.66, 0.21], [4.07, -1.66, -0.43], [3.47, -0.30, -0.80], [3.19, 0.70, 0.36], [3.88, 0.39, 1.69], [1.35, 1.02, 0.59], [0.55, -0.38, 0.20], [-1.07, -0.58, 0.29], [-1.64, -1.16, -1.41], [-0.75, -0.68, -2.48], [-1.42, -0.56, -3.77], [-1.50, -1.87, 1.57], [-2.93, -1.71, 1.99], [-3.97, -2.06, 1.13], [-5.29, -1.86, 1.50], [-5.60, -1.31, 2.73], [-4.58, -0.98, 3.60], [-3.26, -1.18, 3.23], [-1.89, 0.90, 0.78], [-2.60, 1.52, 0.03], [-3.49, 2.34, -0.96], [0.96, 1.47, 2.53], [1.60, 2.50, 3.16], [0.07, 0.68, 3.26], [0.79, 2.39, -0.40], [1.12, 3.67, 0.21], [-0.06, 4.35, 0.86], [2.22, 4.13, 0.18], [1.17, 2.37, -1.80], [0.03, 2.50, -2.76], [2.32, 2.34, -2.16], [3.53, -3.19, 1.05], [2.16, -2.20, 0.54], [2.82, -3.42, -0.53], [4.43, -2.10, -1.36], [4.95, -1.57, 0.21], [4.16, 0.18, -1.49], [2.57, -0.50, -1.39], [3.57, 1.67, 0.02], [3.94, 1.30, 2.28], [3.35, -0.37, 2.27], [4.90, 0.04, 1.55], [-2.67, -0.89, -1.62], [-1.62, -2.26, -1.36], [0.03, -1.32, -2.55], [-0.78, -0.03, -4.47], [-1.70, -1.53, -4.19], [-2.33, 0.03, -3.64], [-0.84, -1.73, 2.43], [-1.32, -2.87, 1.17], [-3.75, -2.49, 0.16], [-6.07, -2.14, 0.81], [-6.63, -1.15, 2.99], [-4.80, -0.55, 4.56], [-2.46, -0.91, 3.92], [1.69, 2.35, 4.11], [-0.66, 1.21, 3.60], [-0.97, 4.07, 0.35], [-0.15, 3.97, 1.88], [0.09, 5.42, 0.86], [0.28, 2.00, -3.69], [-0.10, 3.56, -2.97], [-0.90, 2.11, -2.35], [3.75, -4.31, 7.59], [4.59, -3.19, 7.46], [5.98, -3.46, 7.65], [6.74, -3.34, 6.35], [6.41, -4.42, 5.43], [6.92, -4.26, 4.07], [6.46, -3.06, 3.26], [5.09, -3.09, 2.89], [4.18, -2.62, 3.87], [2.72, -3.94, 7.61], [3.85, -5.01, 6.75], [3.95, -4.86, 8.52], [6.12, -4.45, 8.10], [6.36, -2.71, 8.34], [7.82, -3.39, 6.57], [6.53, -2.35, 5.93], [5.40, -4.51, 5.38], [6.65, -5.16, 3.52], [8.02, -4.24, 4.12], [7.02, -3.07, 2.32], [6.70, -2.11, 3.75], [4.62, -1.82, 4.47], [3.84, -3.43, 4.53], [3.31, -2.24, 3.34], [-8.07, 2.88, -6.94], [-6.89, 2.65, -7.67], [-6.18, 3.82, -8.06], [-4.88, 3.97, -7.29], [-5.12, 4.27, -5.89], [-3.94, 4.20, -5.03], [-3.23, 2.86, -4.90], [-3.96, 1.87, -4.21], [-4.89, 1.13, -4.99], [-8.60, 1.94, -6.88], [-7.87, 3.24, -5.93], [-8.71, 3.61, -7.45], [-6.80, 4.71, -7.93], [-5.94, 3.72, -9.12], [-4.30, 4.78, -7.73], [-4.32, 3.03, -7.43], [-5.82, 3.64, -5.53], [-4.25, 4.51, -4.03], [-3.22, 4.94, -5.38], [-2.33, 3.04, -4.28], [-2.87, 2.48, -5.86], [-4.54, 1.01, -6.02], [-5.88, 1.60, -5.00], [-4.98, 0.15, -4.54]],
  "homo_lumo_gap_ev": 8.96
}